{
  "formula": "C13H27BrF3LiNO7P3S",
  "method": "ωB97M-V/def2-TZVPD",
  "charge": 0,
  "homo_energy_ev": -7.05,
  "elements": ["C", "C", "C", "Br", "P", "C", "C", "C", "F", "F", "F", "P", "O", "O", "C", "P", "O", "O", "S", "C", "C", "C", "C", "C", "C", "O", "N", "O", "O", "H", "H", "H", "H", "H", "H", "H", "H", "H", "H", "H", "H", "H", "H", "H", "H", "H", "H", "H", "H", "H", "H", "H", "H", "H", "H", "H", "Li"],
  "positions_angstrom": [[0.6903, 3.1396, 2.3305], [0.5548, 1.9170, 1.3885], [1.8933, 1.3340, 0.9556], [3.0207, 2.7909, 0.3014], [1.7478, -0.0318, -0.4210], [3.5926, -0.1031, -0.9065], [4.6681, -0.1917, 0.1967], [5.4917, -1.4536, 0.1701], [4.8781, -2.5230, 0.7341], [6.6397, -1.2710, 0.8972], [5.8897, -1.8086, -1.0703], [1.8101, -1.7011, 1.1493], [0.5967, -1.6882, 2.0469], [1.4384, -1.1127, -1.7986], [0.1371, -0.9796, -2.2694], [-0.1061, 0.3846, -3.5048], [-0.3670, 1.8134, -2.7632], [-1.5387, 0.0170, -4.1812], [1.3227, 0.5112, -4.7681], [-0.6923, -0.9174, -0.9839], [-2.1240, -0.3772, -0.9879], [-2.7309, -0.6753, 0.3693], [-4.1463, -0.1001, 0.5902], [-4.0293, 1.3737, 0.9784], [-4.8409, -0.9090, 1.6752], [-0.7607, -2.3158, -0.5022], [-1.4882, -3.1344, -1.3730], [-0.9968, -4.1895, -1.4864], [0.0026, -0.1277, -0.1436], [-0.2302, 3.1913, 2.9219], [0.7517, 4.0769, 1.7922], [1.4988, 3.0180, 3.0449], [-0.0168, 2.2616, 0.5309], [0.0084, 1.1779, 1.9664], [2.3444, 0.9155, 1.8557], [1.6072, 1.0523, -1.3530], [3.6805, -1.0070, -1.5051], [3.8221, 0.7083, -1.5853], [4.3021, -0.0316, 1.2051], [5.3989, 0.5939, 0.0182], [2.9240, -1.5864, 2.0066], [1.8582, -2.9455, 0.4793], [0.0038, -1.8613, -2.9012], [-1.3055, 2.0017, -2.6912], [-2.1930, 0.7031, -4.0455], [-2.7633, -0.7731, -1.7778], [-2.0861, 0.7019, -1.1316], [-2.0807, -0.2573, 1.1402], [-2.7833, -1.7442, 0.5357], [-4.6800, -0.2237, -0.3508], [-3.7888, 1.9672, 0.1025], [-3.1805, 1.5086, 1.6580], [-4.9376, 1.7512, 1.4492], [-5.9016, -1.0716, 1.5075], [-4.4055, -1.8951, 1.8087], [-4.7030, -0.3701, 2.6194], [-3.6978, 0.4665, 4.0758]]
}